{"formula": "C29H19F6N5O6PtS3", "method": "ωB97M-V with the def2-TZVPD basis set", "species": ["Pt", "C", "C", "N", "C", "C", "C", "C", "C", "C", "C", "C", "C", "N", "C", "H", "H", "H", "H", "H", "H", "H", "H", "F", "C", "F", "F", "S", "O", "O", "N", "S", "O", "O", "C", "F", "F", "F", "O", "S", "O", "N", "C", "C", "C", "C", "C", "C", "C", "C", "N", "C", "C", "C", "C", "C", "C", "C", "H", "H", "H", "H", "H", "H", "H", "H", "H", "H", "H"], "xyz": [[0.0612, -0.0049, 0.2234], [1.5170, -1.1397, 4.3312], [1.1536, -1.1324, 2.9784], [0.5411, -0.1090, 2.4207], [0.0793, 0.8866, 3.2029], [0.3636, 0.9409, 4.5780], [1.1665, -0.0787, 5.1208], [-0.2371, 1.9626, 5.3750], [-1.1781, 2.7759, 4.8509], [-1.5584, 2.6691, 3.4781], [-2.6527, 3.3628, 2.9399], [-2.9814, 3.1596, 1.6258], [-2.1737, 2.3313, 0.8466], [-1.1250, 1.6865, 1.3141], [-0.8499, 1.7919, 2.6330], [2.0603, -1.9849, 4.7273], [1.3915, -1.9765, 2.3614], [1.4425, -0.0424, 6.1668], [0.0360, 2.0318, 6.4196], [-1.6917, 3.5033, 5.4655], [-3.2396, 4.0208, 3.5674], [-3.8389, 3.6349, 1.1730], [-2.4343, 2.2078, -0.1885], [-4.0622, -3.0658, 1.5564], [-3.6961, -2.7075, 0.3439], [-4.7323, -2.2417, -0.3316], [-3.1722, -3.7476, -0.2925], [-2.4095, -1.3672, 0.4751], [-1.2039, -1.9841, 1.0026], [-3.0081, -0.3480, 1.2724], [-2.1873, -0.8207, -1.0162], [-1.1304, -1.3754, -2.0646], [0.1172, -1.7821, -1.4221], [-0.9973, -0.4448, -3.1435], [-1.8032, -2.9357, -2.8589], [-1.3518, -2.9743, -4.1008], [-3.1235, -2.9028, -2.8567], [-1.3684, -3.9977, -2.2026], [4.7152, -0.8842, -0.7513], [3.4253, -1.2667, -0.2605], [3.2519, -1.3819, 1.1477], [2.2782, -0.0617, -0.7149], [2.4835, 0.7316, -1.7241], [3.6979, 0.8238, -2.5036], [3.8227, 1.7533, -3.5001], [2.7577, 2.5822, -3.8489], [1.5045, 2.4705, -3.2039], [0.3678, 3.1722, -3.6465], [-0.8404, 2.9171, -3.0507], [-0.8775, 2.0318, -1.9790], [0.2059, 1.4496, -1.4705], [1.3695, 1.5892, -2.1090], [2.9685, -2.7840, -1.0678], [2.6251, -2.8315, -2.4077], [2.5026, -4.0735, -3.0075], [2.7470, -5.2280, -2.2743], [3.0760, -5.1576, -0.9279], [3.1859, -3.9216, -0.3083], [4.5266, 0.1775, -2.2554], [4.7614, 1.8321, -4.0313], [2.8691, 3.3131, -4.6417], [0.4433, 3.8597, -4.4799], [-1.7552, 3.3707, -3.4029], [-1.8240, 1.7382, -1.5584], [2.4588, -1.9263, -2.9774], [2.2365, -4.1392, -4.0535], [2.6979, -6.1929, -2.7604], [3.2603, -6.0560, -0.3560], [3.4601, -3.8360, 0.7339]], "forces_ev_per_angstrom": [[1.2, 6.2, 2.1], [0.0, 0.1, 0.0], [0.2, 0.0, 0.3], [-0.3, -1.5, -1.2], [0.1, 0.1, 0.5], [0.1, 0.0, -0.4], [0.0, -0.1, 0.0], [-0.1, 0.1, 0.1], [0.0, 0.0, 0.2], [0.2, -0.1, -0.3], [0.0, 0.0, -0.1], [0.2, 0.1, 0.0], [-0.2, 0.1, -0.1], [0.6, -1.4, -0.7], [-0.2, 0.3, 0.3], [0.0, 0.0, 0.0], [0.0, -0.1, -0.2], [0.0, 0.0, 0.0], [0.0, 0.0, 0.0], [0.0, 0.0, 0.0], [0.0, 0.0, 0.0], [0.0, 0.0, 0.0], [-0.1, -0.1, 0.3], [0.0, 0.1, 0.1], [0.3, 0.1, -0.2], [0.0, 0.0, 0.0], [0.0, 0.0, 0.1], [0.0, -0.7, 0.4], [-0.6, -0.6, 0.0], [-0.4, 0.1, -0.2], [-0.5, -0.2, -0.5], [-0.2, -0.7, 0.1], [-0.1, -0.3, -0.2], [-0.2, 0.3, -0.2], [0.1, 0.0, 0.1], [0.0, 0.0, 0.0], [0.0, 0.1, -0.1], [0.0, 0.0, 0.0], [0.0, 0.1, 0.1], [1.3, -1.1, 0.5], [-0.2, 0.1, 0.1], [-0.6, -0.3, -1.0], [-0.2, -0.5, 0.9], [0.6, 0.6, -0.7], [0.4, -0.3, 0.1], [-0.5, 0.0, 0.3], [0.0, 0.0, 0.1], [0.1, 0.1, -0.1], [0.0, 0.1, 0.2], [-0.2, 0.2, -0.6], [0.2, -1.6, 0.3], [-0.6, 0.3, -0.1], [-0.2, 0.7, 0.1], [0.1, -0.1, -0.1], [0.1, 0.2, -0.1], [0.0, -0.1, 0.1], [0.0, 0.1, 0.0], [-0.1, -0.1, 0.2], [-0.1, 0.0, -0.1], [0.0, 0.0, 0.0], [0.0, 0.0, 0.0], [0.0, 0.0, 0.0], [0.0, 0.0, 0.0], [0.1, -0.2, -0.2], [-0.1, 0.0, 0.0], [0.0, 0.0, 0.0], [-0.1, 0.0, 0.0], [0.0, 0.0, 0.0], [0.0, -0.1, 0.0]], "nbo_charge": [1.156, -0.235, 0.129, -0.479, 0.222, -0.083, -0.082, -0.157, -0.159, -0.064, -0.080, -0.225, 0.100, -0.407, 0.148, 0.253, 0.237, 0.245, 0.245, 0.243, 0.249, 0.252, 0.196, -0.281, 0.763, -0.289, -0.302, 2.211, -0.953, -0.920, -1.253, 2.209, -0.979, -0.942, 0.769, -0.290, -0.287, -0.288, -0.919, 2.271, -0.910, -0.552, 0.157, -0.010, -0.260, 0.125, -0.190, -0.015, -0.257, 0.265, -0.485, 0.310, -0.256, -0.205, -0.186, -0.150, -0.189, -0.190, 0.305, 0.274, 0.258, 0.256, 0.270, 0.226, 0.212, 0.238, 0.242, 0.245, 0.249], "homo_lumo_gap_ev": [4.298, 4.345], "homo_energy_ev": [-14.220, -14.221], "mol_weight_g_mol": 938.8, "total_charge": 2}

***

{"formula": "C29H20BaN6O10", "method": "ωB97M-V with the def2-TZVPD basis set", "species": ["Ba", "O", "C", "O", "C", "C", "C", "N", "C", "C", "C", "O", "O", "H", "H", "H", "C", "C", "N", "C", "C", "N", "C", "O", "O", "C", "O", "O", "H", "H", "H", "H", "H", "C", "O", "C", "C", "C", "C", "C", "C", "N", "N", "C", "C", "C", "C", "O", "C", "N", "C", "C", "C", "C", "H", "H", "H", "H", "H", "H", "H", "H", "H", "H", "H", "H"], "xyz": [[-2.3081, -0.0130, 2.0387], [4.1522, -3.4178, 3.4053], [3.1216, -3.4268, 4.1091], [2.7769, -4.2125, 5.0114], [2.0974, -2.3076, 3.7802], [2.4071, -1.3088, 2.8588], [1.4875, -0.3166, 2.6077], [0.2828, -0.2514, 3.1970], [-0.0209, -1.2175, 4.0720], [0.8588, -2.2482, 4.3925], [-1.3727, -1.1191, 4.7686], [-1.3742, -0.6683, 5.9157], [-2.3872, -1.4965, 4.0887], [3.3642, -1.3414, 2.3571], [1.7094, 0.4780, 1.9012], [0.5960, -2.9986, 5.1256], [-0.6720, 2.6646, 5.2549], [-1.8458, 3.1697, 4.4956], [-2.4538, 2.5220, 3.5241], [-3.5091, 3.2976, 3.1211], [-3.5303, 4.4569, 3.8570], [-2.4670, 4.3468, 4.7208], [-4.3586, 5.6850, 3.8991], [-5.3097, 5.7863, 3.0069], [-4.0627, 6.5726, 4.6820], [-4.4884, 2.8241, 2.0849], [-5.3205, 3.6761, 1.6725], [-4.4151, 1.6353, 1.7171], [-0.9141, 1.7014, 5.7119], [-0.3701, 3.3705, 6.0279], [0.1659, 2.4896, 4.5800], [-2.2467, 5.0568, 5.4014], [-5.3517, 4.9181, 2.4107], [6.2769, -3.1903, -4.7956], [5.6419, -1.9651, -4.5111], [4.3349, -1.8288, -4.9001], [3.6806, -0.6799, -4.4528], [2.3647, -0.4567, -4.7858], [1.6615, -1.3692, -5.5793], [2.3291, -2.4841, -6.0525], [3.6554, -2.7316, -5.7046], [0.3423, -1.0756, -6.0422], [-0.6048, -0.8276, -5.2630], [-0.5797, -0.9910, -3.8717], [0.1375, -1.9562, -3.1618], [-0.0154, -2.1574, -1.8051], [-0.8989, -1.3768, -1.0203], [-1.0678, -1.5474, 0.2161], [-1.6430, -0.3419, -1.7474], [-2.4581, 0.4464, -1.0056], [-3.1974, 1.3525, -1.6006], [-3.1739, 1.5459, -2.9927], [-2.3320, 0.7858, -3.7558], [-1.5196, -0.1958, -3.1442], [7.2590, -3.1419, -4.3312], [6.3983, -3.3424, -5.8734], [5.7222, -4.0339, -4.3750], [4.2249, 0.0171, -3.8294], [1.8525, 0.4242, -4.4196], [1.7968, -3.1780, -6.6916], [4.1399, -3.6240, -6.0725], [0.8149, -2.6060, -3.7003], [0.5394, -2.9354, -1.2975], [-3.8408, 1.9483, -0.9609], [-3.8115, 2.2963, -3.4420], [-2.2706, 0.9133, -4.8281]], "forces_ev_per_angstrom": [[0.0, 0.0, -0.6], [0.0, 0.1, 0.1], [-0.1, -0.2, -0.2], [0.0, 0.1, 0.1], [0.1, 0.0, 0.0], [0.0, 0.0, 0.0], [0.0, 0.1, 0.0], [-0.2, -0.1, -0.1], [0.3, -0.2, 0.3], [0.0, 0.1, 0.0], [0.0, -0.1, 0.3], [0.0, 0.1, 0.0], [0.1, 0.2, 0.0], [0.0, 0.0, 0.0], [0.0, 0.0, 0.0], [0.0, 0.0, 0.0], [0.0, 0.0, 0.0], [0.0, 0.0, 0.0], [0.0, -0.3, -0.2], [-0.1, 0.1, 0.1], [0.0, -0.1, 0.1], [0.0, 0.1, 0.1], [0.4, 0.2, -0.5], [-0.1, -0.1, 0.1], [-0.2, -0.1, 0.1], [-0.1, 0.2, -0.1], [-0.1, 0.0, 0.0], [0.2, 0.0, -0.1], [0.0, 0.0, 0.0], [0.0, 0.0, 0.0], [0.0, 0.0, 0.0], [0.0, 0.0, 0.0], [0.1, 0.0, 0.1], [0.0, 0.0, 0.0], [-0.1, 0.0, 0.0], [0.0, 0.0, 0.0], [0.1, 0.0, 0.0], [-0.1, 0.0, 0.0], [0.2, 0.0, 0.1], [-0.1, 0.0, 0.0], [0.1, 0.0, 0.1], [-0.1, 0.0, -0.1], [0.1, 0.0, 0.0], [0.0, -0.1, 0.0], [0.0, 0.0, -0.1], [0.0, 0.0, 0.0], [0.0, 0.0, 0.0], [-0.1, 0.2, 0.1], [0.0, 0.1, 0.0], [-0.1, -0.1, 0.2], [0.0, 0.0, 0.0], [0.0, 0.0, 0.0], [0.0, 0.0, 0.0], [0.0, 0.0, 0.0], [0.0, 0.0, 0.0], [0.0, 0.0, 0.0], [0.0, 0.0, 0.0], [0.0, 0.0, 0.0], [0.0, 0.0, 0.0], [0.0, 0.0, 0.0], [0.0, 0.0, 0.0], [0.0, 0.0, 0.0], [0.0, 0.0, 0.0], [0.0, 0.0, 0.0], [0.0, 0.0, 0.0], [0.0, 0.0, 0.0]], "nbo_charge": [1.876, -0.764, 0.735, -0.755, -0.060, -0.246, 0.016, -0.568, 0.105, -0.226, 0.731, -0.695, -0.869, 0.238, 0.175, 0.245, -0.676, 0.402, -0.540, 0.008, -0.042, -0.492, 0.780, -0.689, -0.657, 0.774, -0.726, -0.791, 0.290, 0.205, 0.246, 0.434, 0.506, -0.249, -0.497, 0.279, -0.261, -0.156, 0.041, -0.209, -0.308, -0.214, -0.120, -0.073, -0.155, -0.342, 0.421, -0.778, 0.123, -0.486, 0.024, -0.269, -0.149, -0.073, 0.194, 0.164, 0.180, 0.223, 0.217, 0.213, 0.211, 0.214, 0.222, 0.210, 0.209, 0.227], "homo_lumo_gap_ev": 6.672, "homo_energy_ev": -3.078, "mol_weight_g_mol": 749.8, "total_charge": -2}